1 | Formula: C2H9O3
Source: the Open Molecules 2025 dataset
Level of theory: ωB97M-V/def2-TZVPD

Element x y z (Å)
C 0.276 -0.963 -0.275
O -0.741 -0.046 -0.105
C 1.154 -1.085 1.025
H 1.085 -0.645 -0.973
H -0.095 -1.880 -0.716
H 0.879 -1.953 1.623
H 1.057 -0.095 1.465
H 2.184 -1.180 0.672
H -1.154 1.002 -2.444
H -1.580 0.613 -1.069
O -2.014 0.927 -2.020
H -0.629 1.918 1.646
H -0.361 1.255 0.296
O -0.061 2.132 0.874

Properties
HOMO: -4.20 eV
frontier orbital gap: 8.55 eV
total charge: -1



2 | Formula: C2H9O3
Source: the Open Molecules 2025 dataset
Level of theory: ωB97M-V/def2-TZVPD

Element x y z (Å)
C -0.366 -1.274 -0.796
O -1.269 -0.572 0.006
C 1.055 -1.410 0.054
H -0.190 -0.552 -1.668
H -0.807 -2.185 -1.171
H 1.367 -0.367 0.017
H 1.766 -2.100 -0.472
H 0.736 -1.709 1.055
H -0.375 2.356 0.225
H -1.824 2.208 -0.078
O -1.129 2.691 -0.489
H 1.248 1.485 1.701
H -0.771 0.154 0.482
O 0.558 1.275 1.135

Properties
HOMO: -4.03 eV
frontier orbital gap: 8.35 eV
total charge: -1



Short version: 1, 2, most stable first.



1 | Formula: C2H10N2O3
Source: the Open Molecules 2025 dataset
Level of theory: ωB97M-V/def2-TZVPD

Element x y z (Å)
N 0.729 -0.678 1.246
C 0.885 -1.188 -0.107
C 0.114 -0.282 -1.065
N 0.445 1.019 -0.968
O -0.861 -0.662 -1.689
H 1.084 -1.303 1.954
H -0.240 -0.470 1.457
H 0.425 -2.171 -0.205
H 1.938 -1.257 -0.382
H 1.285 1.376 -0.545
H -0.205 1.736 -1.246
H 1.384 1.365 1.838
H 2.075 2.758 2.045
O 1.791 2.119 1.385
H -2.336 -0.721 -0.395
H -3.142 -1.511 0.588
O -2.876 -0.602 0.404

Properties
HOMO: -9.86 eV
frontier orbital gap: 10.59 eV
SMILES string: NCC(N)=O.O.O



2 | Formula: C2H10N2O3
Source: the Open Molecules 2025 dataset
Level of theory: ωB97M-V/def2-TZVPD

Element x y z (Å)
N 0.937 -0.855 1.117
C 1.417 -0.662 -0.208
C 0.347 -0.270 -1.214
N -0.488 -1.303 -1.527
O 0.240 0.806 -1.778
H 0.915 -1.747 1.565
H 0.719 -0.019 1.633
H 2.205 0.146 -0.245
H 1.998 -1.536 -0.531
H -0.318 -2.195 -1.097
H -1.291 -0.861 -2.002
H -2.289 -0.240 1.050
H -1.937 0.845 0.213
O -2.758 0.452 0.555
H 0.399 2.173 0.133
H -0.048 3.079 1.346
O -0.047 2.189 0.990

Properties
HOMO: -9.15 eV
frontier orbital gap: 9.78 eV
SMILES string: NCC(N)=O.O.O



Short version: 1, 2, most stable first.



1 | Formula: C9H14
Source: the Open Molecules 2025 dataset
Level of theory: ωB97M-V/def2-TZVPD

Element x y z (Å)
C 3.708 2.631 0.134
C 2.864 2.858 1.368
H 4.529 3.326 0.013
H 4.147 1.629 0.115
H 3.095 2.703 -0.764
H 3.447 2.863 2.297
H 2.167 2.037 1.510
H 2.356 3.824 1.384
C -2.537 -1.173 -2.258
C -0.171 -0.752 1.328
C -1.257 -1.603 1.310
C 0.285 -0.184 0.124
C -1.917 -1.909 0.094
C -0.611 -0.200 -0.991
C -1.667 -1.076 -1.028
H 0.257 -0.511 2.297
H -1.523 -2.103 2.238
H 1.113 0.514 0.079
H -2.793 -2.538 0.098
H -0.388 0.397 -1.872
H -3.059 -0.230 -2.442
H -3.308 -1.947 -2.197
H -1.925 -1.455 -3.123

Properties
HOMO (spin up / spin down): 0.93 / -3.59 eV
spin multiplicity: 2
frontier orbital gap (spin up / spin down): 2.62 / 7.03 eV
total charge: -1



2 | Formula: C9H14
Source: the Open Molecules 2025 dataset
Level of theory: ωB97M-V/def2-TZVPD

Element x y z (Å)
C -0.568 1.511 -1.310
C 1.818 0.488 1.469
C 0.975 0.390 0.311
C 1.756 1.581 2.313
C 0.330 1.578 -0.112
C 0.979 2.701 1.966
C 0.319 2.695 0.694
H 2.616 -0.221 1.702
H 0.979 -0.487 -0.325
H 2.211 1.602 3.304
H 0.893 3.550 2.627
H -1.638 1.729 -1.215
H -0.516 0.569 -1.867
H -0.171 3.600 0.330
H -0.272 2.238 -2.040
C -1.665 -3.197 -0.433
C -0.791 -2.710 -1.587
H -2.357 -3.987 -0.718
H -1.105 -3.402 0.484
H -2.266 -2.358 -0.049
H -0.588 -1.667 -1.404
H -1.130 -3.000 -2.581
H 0.190 -3.201 -1.563

Properties
HOMO (spin up / spin down): 0.95 / -3.49 eV
spin multiplicity: 2
frontier orbital gap (spin up / spin down): 2.78 / 7.09 eV
total charge: -1



Short version: 1, 2, most stable first.



1 | Formula: C4H41NO16
Source: the Open Molecules 2025 dataset
Level of theory: ωB97M-V/def2-TZVPD

Element x y z (Å)
C 0.633 2.154 -0.186
N 0.773 0.737 0.279
C -0.054 -0.193 -0.535
C 0.109 -1.605 -0.005
C -0.989 -2.053 0.952
O -0.717 -1.581 2.263
H 1.195 2.805 0.504
H 0.979 2.232 -1.259
H -0.431 2.544 -0.279
H 0.456 0.627 1.231
H -1.178 0.121 -0.548
H 0.298 -0.133 -1.619
H 0.145 -2.363 -0.814
H 1.134 -1.740 0.511
H -1.019 -3.138 1.082
H -2.005 -1.695 0.677
H -1.292 -0.839 2.506
H -2.440 1.778 -0.819
H -2.125 1.990 0.745
O -2.665 1.480 0.059
H -3.143 0.304 2.682
H -1.902 1.236 2.706
O -2.226 0.419 3.065
H -2.667 -0.663 -3.376
H -2.984 0.078 -4.703
O -3.031 0.180 -3.772
H -1.949 -1.721 -1.705
H -0.983 -2.046 -2.906
O -1.948 -1.979 -2.605
H -3.953 0.899 1.027
H -4.832 -0.314 1.278
O -4.519 0.430 1.661
H 1.721 2.249 2.749
H 1.226 3.122 3.907
O 1.126 2.997 2.979
H 0.924 -1.090 -3.461
H 1.292 -2.285 -2.649
O 0.644 -1.945 -3.251
H -2.274 1.470 -2.914
H -0.850 1.700 -2.514
O -1.752 2.081 -2.384
H 2.051 0.718 -4.194
H 2.130 0.573 -2.663
O 1.498 0.607 -3.438
H 2.505 0.405 -0.515
H 3.944 0.573 -1.065
O 3.078 0.273 -1.294
H 2.923 -3.874 1.323
H 2.600 -2.452 1.670
O 3.067 -2.986 0.985
H 2.504 0.092 2.651
H 2.747 0.980 1.453
O 2.774 0.983 2.411
H -0.410 2.812 2.409
H -1.814 3.616 2.271
O -1.370 2.742 2.053
H 2.920 -1.470 -1.539
H 2.782 -2.726 -0.710
O 2.713 -2.365 -1.591
H 0.908 -1.499 2.583
H 1.894 -1.757 3.776
O 1.829 -1.496 2.862

Properties
HOMO: -9.77 eV
frontier orbital gap: 9.83 eV



2 | Formula: C4H41NO16
Source: the Open Molecules 2025 dataset
Level of theory: ωB97M-V/def2-TZVPD

Element x y z (Å)
C 1.156 -0.728 1.712
N 1.608 -1.040 0.337
C 3.109 -0.905 0.373
C 3.506 -1.717 1.637
C 2.239 -1.500 2.563
H 0.133 -1.166 1.955
H 0.968 0.315 1.961
H 1.226 -1.894 -0.152
H 3.608 0.154 0.556
H 3.666 -1.120 -0.600
H 3.710 -2.686 1.316
H 4.434 -1.233 2.238
H 2.651 -1.061 3.451
H 1.910 -2.480 2.964
H 0.294 -4.692 0.129
H 0.876 -5.265 -1.230
O 0.505 -4.402 -0.839
H -2.931 0.750 -2.307
H -3.394 0.837 -0.870
O -3.395 1.382 -1.639
H -3.306 -0.371 1.035
H -4.217 -1.330 -0.056
O -4.000 -0.986 0.900
H 1.950 2.718 -1.039
H 0.618 3.135 -2.209
O 1.072 3.149 -1.188
H 2.359 2.074 2.615
H 3.757 2.438 2.067
O 3.063 2.695 2.391
H -1.437 -2.109 -1.946
H -1.202 -0.495 -1.942
O -1.652 -1.321 -1.322
H -3.685 1.882 1.949
H -2.312 1.912 1.247
O -3.048 1.229 1.572
H 2.405 0.439 -2.715
H 1.593 0.429 -1.420
O 1.738 0.861 -2.235
H -1.374 -0.633 2.813
H -1.557 0.796 2.486
O -0.982 0.260 2.921
H -0.514 0.117 -4.476
H 0.487 0.540 -3.262
O -0.494 0.604 -3.753
H -1.609 4.307 -0.384
H -0.263 4.830 -0.358
O -1.167 5.086 -0.184
H -0.656 2.121 -3.598
H -0.956 3.728 -3.480
O -0.253 3.124 -3.575
H -1.317 -1.630 0.721
H -2.553 -2.564 1.131
O -1.678 -2.212 1.454
H 1.373 -2.499 -2.164
H 1.219 -3.534 -3.153
O 1.721 -2.767 -3.033
H -0.247 2.666 2.262
H -0.223 2.729 0.696
O -0.821 2.713 1.347
H -0.287 -4.120 2.884
H -0.717 -3.566 1.692
O -0.083 -4.175 2.072

Properties
HOMO: -9.34 eV
frontier orbital gap: 9.03 eV



Short version: 1, 2, most stable first.



1 | Formula: C5H20O5
Source: the Open Molecules 2025 dataset
Level of theory: ωB97M-V/def2-TZVPD

Element x y z (Å)
C -1.665 1.012 4.157
O -2.154 1.867 5.118
H -0.582 1.102 4.066
H -1.939 -0.020 4.377
H -2.104 1.285 3.198
H -3.112 1.821 5.082
C 1.067 1.007 -1.327
O 0.169 0.008 -1.748
H 2.027 0.741 -1.771
H 0.679 1.996 -1.571
H 1.195 0.906 -0.249
H 0.463 -0.871 -1.501
C 2.317 -4.327 1.633
O 1.595 -4.331 0.419
H 3.154 -5.021 1.550
H 2.707 -3.348 1.913
H 1.675 -4.709 2.426
H 1.565 -5.227 0.077
C 3.022 7.372 -2.650
O 2.684 6.939 -1.365
H 3.638 6.679 -3.224
H 2.080 7.558 -3.166
H 3.390 8.398 -2.641
H 3.450 6.826 -0.797
C -3.855 -4.596 -2.113
O -5.236 -4.434 -2.319
H -3.545 -3.953 -1.290
H -3.723 -5.620 -1.764
H -3.349 -4.466 -3.070
H -5.612 -4.593 -1.451

Properties
HOMO: -10.06 eV
frontier orbital gap: 10.55 eV
SMILES string: CO.CO.CO.CO.CO



2 | Formula: C5H20O5
Source: the Open Molecules 2025 dataset
Level of theory: ωB97M-V/def2-TZVPD

Element x y z (Å)
C -21.811 8.148 -1.208
O -22.888 8.120 -2.147
H -21.571 7.118 -0.960
H -20.925 8.632 -1.622
H -22.089 8.676 -0.291
H -22.975 8.987 -2.548
C -25.009 4.038 1.410
O -24.458 3.626 0.174
H -24.286 4.600 2.016
H -25.881 4.688 1.275
H -25.294 3.140 1.950
H -24.294 4.400 -0.383
C -24.040 3.309 -6.271
O -24.204 1.915 -6.397
H -23.839 3.701 -7.264
H -24.941 3.806 -5.877
H -23.214 3.564 -5.596
H -24.378 1.558 -5.516
C -24.610 1.468 -2.430
O -24.904 1.002 -3.770
H -25.291 1.035 -1.704
H -23.593 1.171 -2.172
H -24.650 2.553 -2.410
H -25.621 0.369 -3.699
C -24.820 5.508 -3.119
O -24.185 5.605 -1.851
H -24.095 5.345 -3.921
H -25.496 4.653 -3.103
H -25.408 6.401 -3.340
H -23.840 6.506 -1.793

Properties
HOMO: -9.59 eV
frontier orbital gap: 10.03 eV
SMILES string: CO.CO.CO.CO.CO



Short version: 2, 1, most stable first.



1 | Formula: C4H12N3
Source: the Open Molecules 2025 dataset
Level of theory: ωB97M-V/def2-TZVPD

Element x y z (Å)
C 0.426 -1.097 1.422
C -0.108 -1.401 -0.032
C -0.369 -0.124 -0.786
C -1.553 0.466 -0.542
N -1.617 1.847 -1.175
N 0.774 0.816 -0.859
N 1.930 -0.651 1.253
H 0.516 -1.994 2.033
H -0.300 -0.372 1.862
H -1.076 -1.864 0.017
H 0.653 -1.944 -0.557
H -2.182 0.271 0.311
H -0.598 2.076 -0.783
H -1.609 1.748 -2.269
H -2.354 2.422 -0.900
H 1.522 0.585 -0.203
H 1.207 1.035 -1.789
H 2.244 -0.315 2.079
H 2.495 -1.503 0.917

Properties
HOMO (spin up / spin down): -18.39 / -18.26 eV
spin multiplicity: 2
frontier orbital gap (spin up / spin down): 10.24 / 5.23 eV
total charge: +2



2 | Formula: C4H12N3
Source: the Open Molecules 2025 dataset
Level of theory: ωB97M-V/def2-TZVPD

Element x y z (Å)
C 2.970 0.995 -0.349
C 2.816 -0.300 0.136
N 1.892 -1.126 -0.326
H 2.273 1.361 -1.094
H 3.770 1.663 -0.077
H 3.513 -0.743 0.837
H 1.031 -0.718 -0.683
H 1.705 -1.922 0.278
C -2.047 0.322 -0.472
C -1.424 0.140 0.709
N -2.162 -0.666 1.728
N -1.553 0.873 -1.590
H -3.029 -0.133 -0.562
H -0.504 0.573 1.060
H -1.753 -0.562 2.658
H -3.135 -0.354 1.811
H -2.190 -1.664 1.496
H -0.567 1.003 -1.732
H -2.069 0.818 -2.453

Properties
HOMO (spin up / spin down): -16.62 / -16.62 eV
spin multiplicity: 2
frontier orbital gap (spin up / spin down): 9.47 / 5.88 eV
total charge: +2



Short version: 2, 1, most stable first.



1 | Formula: C5H12O2S2
Source: the Open Molecules 2025 dataset
Level of theory: ωB97M-V/def2-TZVPD

Element x y z (Å)
C 0.894 1.576 -1.269
C 0.291 1.697 1.150
C -2.914 -1.760 0.327
C 2.505 -0.629 0.441
C 0.690 1.001 -0.108
O -1.714 -0.042 -1.420
O 0.668 -1.423 -1.203
S -2.111 -0.115 0.131
S 0.733 -0.829 0.168
H 0.737 2.667 -1.498
H -0.876 -0.385 -1.528
H 1.035 0.927 -2.063
H 0.699 1.086 1.931
H 0.753 2.648 1.255
H -0.826 1.878 1.105
H -3.454 -2.086 -0.583
H -3.484 -1.735 1.154
H -2.050 -2.502 0.436
H 2.917 0.371 0.648
H 2.748 -1.191 -0.456
H 2.758 -1.153 1.383

Properties
HOMO: -8.28 eV
frontier orbital gap: 8.86 eV



2 | Formula: C5H12O2S2
Source: the Open Molecules 2025 dataset
Level of theory: ωB97M-V/def2-TZVPD

Element x y z (Å)
C -1.857 -0.926 1.410
C -1.521 1.185 -0.154
C -1.200 -1.307 -0.883
C 3.972 0.506 -1.078
C -1.149 -0.245 0.165
O 1.290 -0.147 -0.734
O 0.858 1.337 1.178
S 4.553 -0.042 0.324
S 0.722 -0.206 0.570
H -1.376 -1.751 1.739
H -1.687 -0.242 2.215
H -2.926 -1.212 1.027
H -1.441 1.864 0.710
H -2.547 1.228 -0.485
H -1.022 1.596 -1.179
H -0.940 -2.272 -0.609
H -2.298 -1.305 -1.287
H -0.405 -1.014 -1.603
H 3.042 -0.029 -1.501
H 4.543 1.301 -1.687
H 1.387 1.683 1.861

Properties
HOMO: -8.38 eV
frontier orbital gap: 8.43 eV



Short version: 2, 1, most stable first.



1 | Formula: C2H2O2S
Source: the Open Molecules 2025 dataset
Level of theory: ωB97M-V/def2-TZVPD

Element x y z (Å)
C 3.008 -0.384 -0.845
C 0.314 0.405 0.708
O -0.219 1.371 0.249
O 1.872 -0.136 -1.092
S 4.470 -0.628 -0.582
H 1.048 0.237 1.448
H -0.173 -0.485 0.326

Properties
HOMO: -9.75 eV
frontier orbital gap: 10.26 eV
SMILES string: O=C=S.C=O



2 | Formula: C2H2O2S
Source: the Open Molecules 2025 dataset
Level of theory: ωB97M-V/def2-TZVPD

Element x y z (Å)
C 0.192 -0.693 0.211
C 0.248 0.860 0.378
H -1.114 -0.356 -1.282
H 0.660 1.119 1.295
O 0.339 -1.306 1.294
O -0.203 1.610 -0.468
S -0.122 -1.235 -1.429

Properties
HOMO: -10.24 eV
frontier orbital gap: 9.35 eV
SMILES string: O=CC(=O)S



Short version: 1, 2, most stable first.